102
Properties=species:S:1:pos:R:3:forces:R:3 method="wB97M-V/def2-TZVPD" charge=-1 orbital_gap_ev=9.604 energy_ha=-6613.2611 e_lumo_ev=2.35
B -14.267606 -18.797568 4.150325 -0.2 -0.1 0.9
F -15.647412 -18.657078 4.240141 0.1 0.5 -0.2
F -13.751542 -18.238698 2.989485 -1.5 0.0 -0.8
F -13.667802 -18.198394 5.293132 -0.3 0.1 -0.7
F -13.928132 -20.172916 4.139552 0.1 0.1 0.2
C -9.955196 -23.880312 4.165962 -0.3 -0.1 -1.8
C -10.291851 -22.413927 4.263919 -0.4 0.5 -0.2
C -11.680193 -22.331531 3.618823 0.2 0.1 0.7
O -12.298421 -23.590052 3.857936 0.1 -0.8 -0.1
C -11.328919 -24.564765 4.242800 0.6 0.3 1.6
H -9.156787 -24.202072 4.829053 -0.3 -0.3 0.2
H -9.652151 -24.048134 3.124581 0.6 0.0 0.1
H -9.589014 -21.780275 3.723080 0.1 0.1 0.2
H -10.391483 -22.084407 5.298767 0.2 0.0 -0.1
H -11.665436 -22.138547 2.541714 0.2 0.1 0.0
H -12.262694 -21.566198 4.138192 -0.1 -0.1 -0.4
H -11.393051 -25.493719 3.678531 -0.2 0.2 -0.4
H -11.452600 -24.834271 5.298997 -0.6 0.0 0.0
C -18.950412 -17.940747 4.402925 0.7 0.3 -0.2
C -20.334216 -17.821983 5.043104 -0.2 0.3 -0.2
C -20.287253 -16.439239 5.722292 0.9 -0.9 -0.5
O -19.247371 -15.735827 5.061768 0.4 1.0 0.1
C -18.638746 -16.502055 4.031765 -0.8 0.5 -0.5
H -18.929158 -18.584784 3.525009 0.1 -0.2 0.1
H -18.142359 -18.197080 5.090018 -0.3 -0.6 0.2
H -20.603974 -18.589362 5.767788 0.2 -0.2 -0.1
H -21.076187 -17.842278 4.241214 -0.1 0.0 0.0
H -19.949166 -16.609142 6.746952 -0.4 0.4 0.2
H -21.205831 -15.859209 5.637893 -0.1 -0.1 0.3
H -17.593711 -16.201273 3.933627 0.1 -0.4 0.4
H -19.073258 -16.195275 3.067282 -0.2 -0.2 -0.1
C -12.572295 -16.263533 7.675946 0.9 -0.7 -0.5
C -13.075874 -14.935483 7.155215 0.1 0.2 -1.2
C -11.846754 -14.208233 6.654891 -0.4 -0.3 0.3
O -10.860660 -14.651347 7.576243 1.1 1.0 -0.1
C -11.035371 -16.034285 7.732743 -0.5 -0.6 0.7
H -12.742928 -17.067723 6.957873 -0.3 0.1 0.0
H -13.006319 -16.590576 8.618993 0.1 0.2 0.1
H -13.615908 -14.322588 7.879108 0.8 -0.2 0.2
H -13.801024 -15.031247 6.340515 1.4 -0.3 0.2
H -12.057451 -13.137298 6.661334 0.7 0.2 0.5
H -11.592331 -14.423291 5.610113 0.3 -0.4 0.5
H -10.626608 -16.373125 8.688131 0.1 0.4 0.1
H -10.487375 -16.617619 6.982725 -0.2 0.2 -0.3
C -12.080682 -17.407682 -1.565818 0.3 0.0 0.9
C -11.133621 -17.144965 -0.390932 0.6 -1.6 -0.1
C -11.955131 -16.408651 0.662699 -1.2 0.6 -3.0
O -13.030590 -15.859816 -0.123032 -0.7 0.8 0.3
C -12.965393 -16.169365 -1.489874 0.4 -1.0 -1.0
H -12.710688 -18.271573 -1.338215 0.1 -0.1 0.1
H -11.505766 -17.660938 -2.455068 -0.3 0.5 -0.3
H -10.222289 -16.597713 -0.642116 -0.2 0.3 -0.3
H -10.762987 -18.119816 -0.060457 -0.1 0.2 0.2
H -11.366152 -15.576328 1.044477 -0.6 0.0 0.4
H -12.351675 -17.094450 1.410061 -0.7 0.7 -0.5
H -12.536350 -15.381864 -2.119556 -0.2 0.4 0.3
H -13.945613 -16.466239 -1.865165 -0.2 0.6 0.1
C -14.657437 -22.304316 1.584650 1.1 0.6 0.0
C -15.217717 -22.769055 0.255710 -0.1 0.8 0.4
O -16.628785 -22.862811 0.248648 -0.4 -1.0 0.1
O -14.674539 -20.883047 1.687236 -0.5 0.4 -0.2
H -13.593995 -22.572835 1.631672 -0.2 -0.5 0.0
H -15.171725 -22.758518 2.436559 -0.1 -0.2 -0.2
H -14.730857 -23.730455 0.087767 -0.7 -0.3 -0.3
H -14.959234 -22.102398 -0.572727 0.6 0.1 0.2
H -17.042309 -21.997227 0.306372 0.3 0.2 0.0
H -14.240886 -20.608267 2.518406 -0.3 -0.3 -0.4
C -15.568462 -17.849215 -0.025058 0.7 -0.6 0.6
C -16.531887 -17.840132 1.152824 -0.2 0.1 -0.5
O -17.865443 -17.963559 0.646651 -0.2 -0.1 0.3
O -15.576867 -19.106804 -0.704884 -0.3 0.2 -0.1
H -14.538437 -17.711740 0.315925 -0.1 0.4 0.3
H -15.803475 -17.039008 -0.714418 -0.1 -0.2 -0.2
H -16.456642 -16.926329 1.749020 0.2 0.0 -0.1
H -16.333243 -18.681352 1.817939 0.0 -0.1 -0.1
H -18.265961 -17.091660 0.662738 0.0 0.0 0.0
H -15.267660 -19.744709 -0.043846 0.0 0.0 0.0
C -15.881416 -16.407501 7.027763 0.2 -0.1 -0.4
Cl -17.341140 -16.925182 7.893282 0.3 0.2 -0.1
Cl -15.653471 -14.630719 6.945955 -3.8 -0.3 0.2
H -15.019263 -16.887373 7.481382 0.0 0.3 0.3
H -15.929843 -16.788420 6.011113 -0.3 0.1 0.0
C -16.517575 -21.149378 5.117521 0.1 0.8 -0.1
Cl -18.203201 -21.359600 5.613723 -0.1 -0.2 0.2
Cl -15.425146 -22.444721 5.598671 -0.2 -0.1 -0.1
H -16.538595 -20.968869 4.046389 0.2 -0.6 0.0
H -16.151067 -20.221722 5.544094 -0.1 -0.3 0.3
C -14.311063 -15.539087 3.260362 -0.6 0.7 -0.5
Cl -12.857926 -14.623665 3.672457 -0.3 -0.3 -0.3
Cl -15.658646 -14.422055 2.877591 0.1 0.0 0.0
H -14.107240 -16.108970 2.365079 0.0 0.0 0.0
H -14.670660 -16.148982 4.079149 0.4 0.0 0.1
C -12.535270 -20.017362 7.026252 -0.1 0.1 0.0
Cl -13.907645 -19.560590 8.029381 -0.5 -0.2 0.3
Cl -11.860216 -21.584776 7.483184 0.1 -0.1 0.2
H -12.863287 -20.101073 5.995521 0.1 0.1 0.3
H -11.813668 -19.228283 7.198407 0.2 -0.2 -0.3
C -11.387433 -18.222392 3.443570 0.0 0.4 0.1
Cl -10.474376 -17.242191 2.309052 3.1 -1.1 2.6
Cl -10.370456 -18.768195 4.779335 -0.1 -0.2 0.0
H -12.226660 -17.617918 3.782363 1.2 0.1 0.5
H -11.877996 -19.034617 2.911276 0.8 -0.3 0.1